{"formula": "C18H21IrN2O8S2", "method": "ωB97M-V with the def2-TZVPD basis set", "total_charge": 1, "e_homo_ev": [-9.59, -9.68], "s2": 0.78, "gap_ev": [3.77, 4.27], "spin_multiplicity": 2, "species": ["Ir", "O", "C", "C", "N", "C", "C", "O", "O", "C", "C", "O", "O", "H", "H", "H", "H", "H", "H", "H", "H", "H", "C", "C", "C", "C", "C", "C", "C", "S", "O", "O", "O", "H", "H", "H", "H", "H", "H", "H", "S", "C", "N", "C", "C", "C", "C", "H", "H", "H", "H", "H"], "coordinates": [[-0.162492, 0.503323, 0.376908], [0.583698, -0.125587, 2.316208], [1.991614, -0.441018, 2.406169], [2.753599, 0.481669, 1.503348], [2.296915, 0.287294, 0.126832], [2.550185, 1.439224, -0.734690], [1.644418, 2.586867, -0.367293], [1.838377, 3.690383, -0.767951], [0.639880, 2.256247, 0.471905], [2.519519, -1.053777, -0.393663], [1.303954, -1.928345, -0.180703], [1.370346, -3.101442, 0.005746], [0.162036, -1.238123, -0.319682], [0.376878, 0.636615, 2.878400], [2.077643, -1.480329, 2.097751], [2.341811, -0.368609, 3.433879], [3.828423, 0.294074, 1.610760], [2.565608, 1.519548, 1.776468], [2.368484, 1.184973, -1.778729], [3.573615, 1.814547, -0.647019], [3.369347, -1.556350, 0.067428], [2.678065, -1.017560, -1.472464], [-6.345225, 5.782351, -0.383442], [-5.459088, 4.570143, -0.309751], [-5.951077, 3.348450, 0.145045], [-5.144527, 2.226493, 0.196450], [-3.822177, 2.339408, -0.212811], [-3.297058, 3.548279, -0.666924], [-4.124633, 4.653809, -0.708607], [-2.789578, 0.956115, -0.116187], [-3.565297, -0.203437, -0.393265], [-2.147354, 0.894941, 1.243276], [-1.626827, 1.132149, -1.060967], [-7.281582, 5.627272, 0.148903], [-6.579919, 6.016934, -1.423331], [-5.842726, 6.652278, 0.039727], [-6.984020, 3.272465, 0.460479], [-5.531217, 1.276310, 0.538464], [-2.265816, 3.610341, -0.987670], [-3.733098, 5.600692, -1.059429], [-2.332964, -2.366480, 0.552485], [-3.867961, -3.095047, 0.384815], [-4.670529, -2.727863, -0.645809], [-5.865248, -3.298350, -0.913650], [-6.327863, -4.311231, -0.130515], [-5.555558, -4.706751, 0.972589], [-4.346284, -4.108773, 1.232624], [-4.346597, -1.940124, -1.195365], [-6.402827, -2.910915, -1.766384], [-7.271141, -4.784618, -0.355866], [-5.925112, -5.477824, 1.636017], [-3.740118, -4.395241, 2.078089]], "forces_ev_per_angstrom": [[-0.675, -0.943, 1.896], [-0.099, 0.359, -0.598], [0.170, -0.165, 0.159], [0.320, 0.054, 0.111], [-1.281, 0.139, -0.374], [0.539, -0.188, -0.092], [-0.452, 0.340, -0.019], [-0.097, 0.096, 0.167], [-0.401, 1.214, 0.190], [0.365, 0.287, -0.339], [-0.436, -0.444, 0.104], [-0.037, 0.054, -0.029], [-0.183, -0.685, -0.443], [-0.017, -0.093, 0.154], [-0.026, -0.048, 0.098], [-0.206, 0.069, 0.070], [-0.025, -0.015, -0.195], [0.046, -0.007, 0.064], [-0.010, -0.102, 0.031], [0.044, -0.148, -0.036], [0.084, 0.151, -0.006], [0.079, 0.054, 0.039], [0.062, -0.045, -0.005], [-0.030, 0.077, 0.032], [-0.027, -0.019, 0.003], [0.010, -0.086, -0.039], [0.442, 0.555, -0.054], [-0.096, -0.021, 0.112], [0.019, 0.010, -0.048], [-1.659, -0.695, -1.020], [-0.771, 1.066, -0.345], [2.455, 0.317, -0.325], [1.216, -0.088, 0.225], [0.010, -0.002, -0.003], [-0.007, -0.009, 0.004], [-0.018, -0.001, 0.004], [0.012, 0.009, -0.003], [0.001, -0.001, 0.005], [-0.001, 0.023, 0.018], [0.001, -0.017, -0.012], [0.148, -1.185, 0.403], [1.247, 0.559, 0.116], [-0.244, 0.003, -0.042], [-0.097, -0.131, -0.007], [-0.185, 0.095, -0.213], [0.386, 0.091, 0.309], [-0.683, -0.368, 0.014], [0.043, -0.122, 0.014], [0.015, 0.003, -0.013], [-0.011, 0.039, -0.002], [0.024, -0.050, -0.042], [0.034, 0.015, -0.039]]}


{"formula": "C13H15N3O2", "method": "ωB97M-V with the def2-TZVPD basis set", "total_charge": 0, "e_homo_ev": -7.88, "smiles": "CC(=O)c1ccc(N/N=C2\\CCCNC2=O)cc1", "gap_ev": 7.60, "species": ["C", "C", "O", "C", "C", "C", "C", "N", "N", "C", "C", "C", "C", "N", "C", "O", "C", "C", "H", "H", "H", "H", "H", "H", "H", "H", "H", "H", "H", "H", "H", "H", "H"], "coordinates": [[0.597377, -3.377899, 3.605967], [1.476589, -2.141436, 3.609734], [2.190942, -1.915090, 4.517113], [1.268953, -1.144251, 2.503760], [1.204319, -1.450176, 1.120491], [1.273970, -0.503735, 0.128272], [1.311783, 0.855310, 0.633379], [1.409093, 1.950012, -0.281963], [1.239899, 1.631707, -1.587211], [0.030539, 1.428245, -2.096297], [-1.315507, 1.706963, -1.252949], [-2.528778, 1.380732, -2.101747], [-2.478881, 0.134561, -2.882246], [-1.323873, 0.246951, -3.785468], [-0.170540, 0.874288, -3.397378], [0.672328, 0.970590, -4.325631], [1.423658, 1.177612, 1.951543], [1.302102, 0.236863, 2.889163], [0.666577, -4.029576, 2.758220], [0.806385, -4.043390, 4.503231], [-0.414347, -2.950931, 3.682122], [1.159274, -2.550479, 0.712163], [1.141477, -0.645793, -0.940356], [2.078513, 2.794542, -0.037889], [-1.332875, 1.182064, -0.337897], [-1.286060, 2.754322, -0.896046], [-2.558322, 2.214260, -2.810677], [-3.436187, 1.342289, -1.577308], [-3.270862, -0.132428, -3.536493], [-2.380463, -0.750500, -2.136763], [-1.427434, -0.141649, -4.721888], [1.377281, 2.282787, 2.212390], [1.293070, 0.613234, 3.878660]], "forces_ev_per_angstrom": [[-0.074, -0.452, 1.630], [-2.085, -1.097, -2.195], [1.831, 0.833, 2.096], [0.230, 1.159, -0.103], [0.113, -2.880, -0.147], [-0.865, 2.873, 1.430], [1.169, -0.043, -3.247], [-0.302, 1.546, 2.192], [-1.511, -0.451, -4.190], [0.291, 1.439, 5.967], [1.632, -0.004, -1.130], [0.017, 1.846, -0.828], [2.529, -2.343, 0.608], [-0.920, -0.295, 1.992], [1.979, -0.959, -6.527], [-0.519, 0.235, 2.119], [-1.000, 2.979, -0.233], [0.543, -2.555, 0.065], [-0.010, 0.022, -0.817], [-0.201, 1.108, -0.927], [0.045, -0.521, -0.098], [0.105, 2.035, 1.322], [0.322, -0.413, 0.402], [-1.603, -2.864, -1.029], [0.291, -1.146, 1.020], [-0.085, -0.288, -0.606], [-0.575, -0.040, -0.150], [-1.192, 0.471, 1.228], [-1.305, 0.340, -0.119], [0.032, 1.051, -1.157], [0.784, 0.455, 0.513], [0.276, -1.514, -0.235], [0.056, -0.527, 1.153]]}